(1)
{
  "formula": "C4H7NO",
  "method": "ωB97M-V with the def2-TZVPD basis set",
  "e_homo_ev": -9.621,
  "e_tot_ha": -286.51719,
  "smiles": "ON=C1CCC1",
  "orbital_gap_ev": 10.682,
  "symbols": ["O", "N", "C", "C", "C", "C", "H", "H", "H", "H", "H", "H", "H"],
  "positions_angstrom": [[-1.3543, 1.3559, 1.7682], [-1.6641, 0.2468, 0.9411], [-0.6625, 0.0475, 0.1922], [0.7371, 0.6047, 0.1649], [1.0816, -0.4822, -0.8899], [-0.4063, -0.9418, -0.9183], [-1.4751, 1.0236, 2.6608], [0.7991, 1.6403, -0.1807], [1.2530, 0.5354, 1.1288], [1.4648, -0.0973, -1.8369], [1.7650, -1.2484, -0.5163], [-0.9349, -0.6964, -1.8450], [-0.6035, -1.9882, -0.6688]]
}

=====

(2)
{
  "formula": "C39H43N9OPS4Tl",
  "method": "ωB97M-V with the def2-TZVPD basis set",
  "e_homo_ev": [-1.458, -0.297],
  "e_tot_ha": -4186.71759,
  "orbital_gap_ev": [4.916, 3.755],
  "total_charge": -2,
  "symbols": ["Tl", "S", "N", "C", "C", "C", "C", "C", "N", "C", "C", "N", "C", "C", "C", "C", "C", "N", "H", "H", "H", "H", "H", "H", "N", "C", "N", "C", "C", "S", "C", "C", "S", "C", "N", "N", "H", "H", "H", "H", "H", "H", "C", "P", "C", "C", "O", "H", "H", "H", "H", "H", "H", "H", "H", "H", "C", "C", "C", "C", "C", "C", "C", "C", "C", "C", "C", "C", "N", "H", "H", "H", "H", "H", "H", "H", "H", "H", "H", "H", "H", "H", "H", "H", "H", "H", "S", "C", "C", "C", "C", "C", "C", "H", "H", "H", "H", "H"],
  "positions_angstrom": [[-0.3921, -0.0121, -0.2829], [5.1323, 4.3685, 4.3020], [3.5503, 4.7547, 3.9723], [3.1603, 3.8889, 3.0267], [1.8509, 3.8227, 2.4533], [0.7966, 4.6620, 2.8594], [-0.4442, 4.5210, 2.2982], [-0.6306, 3.5233, 1.3172], [0.3351, 2.7367, 0.9056], [1.5720, 2.8608, 1.4402], [2.6079, 1.9685, 0.9809], [2.3352, 1.1220, -0.0505], [3.2454, 0.2475, -0.4222], [4.5100, 0.1531, 0.1818], [4.8295, 1.0402, 1.1733], [3.8838, 1.9892, 1.5971], [4.1652, 2.9637, 2.6184], [5.3337, 3.1008, 3.2463], [0.9918, 5.4056, 3.6230], [-1.2724, 5.1515, 2.5993], [-1.6083, 3.3632, 0.8628], [2.9686, -0.4129, -1.2433], [5.2075, -0.6076, -0.1435], [5.8015, 1.0270, 1.6509], [-4.0965, -0.9082, 0.1004], [-4.1415, 0.1839, -0.7117], [-3.1053, 0.8437, -1.1137], [-3.4452, 1.9252, -1.8975], [-4.7700, 2.0723, -2.1347], [-5.6589, 0.8179, -1.3405], [-2.3581, 2.8253, -2.3211], [-2.5006, 4.0350, -2.9108], [-0.9589, 4.7905, -3.0948], [-0.2165, 3.3983, -2.3093], [-1.0636, 2.4711, -1.9914], [1.1306, 3.3189, -2.1553], [-3.2534, -0.9456, 0.6649], [-4.9331, -1.1376, 0.6024], [-5.2795, 2.8265, -2.7149], [-3.4030, 4.5270, -3.2421], [1.6308, 4.1814, -2.0273], [1.4318, 2.5525, -1.5542], [-2.3073, -0.9067, 4.7797], [-1.8787, 0.4170, 3.6260], [-0.1034, 0.6007, 3.7314], [-2.5471, 1.9235, 4.3848], [-2.4372, 0.1974, 2.2586], [-2.0477, -0.6433, 5.8080], [-1.7605, -1.8061, 4.4844], [-3.3778, -1.1031, 4.7005], [0.2312, 0.5504, 4.7706], [0.1825, 1.5608, 3.2952], [0.3620, -0.2051, 3.1498], [-2.2146, 2.0361, 5.4194], [-3.6368, 1.8854, 4.3454], [-2.1946, 2.7719, 3.7968], [-1.6655, -4.1830, -3.0311], [-0.1492, -4.4126, -2.9324], [0.2931, -4.4335, -1.4636], [0.6110, -3.3963, -3.7719], [1.3345, -3.8372, -4.8644], [2.0136, -2.9788, -5.7281], [1.9526, -1.6136, -5.4579], [1.2730, -1.1008, -4.3681], [1.1715, 0.3931, -4.1154], [2.3708, 1.1881, -4.6347], [-0.1339, 0.9501, -4.7027], [0.5623, -1.9772, -3.4595], [-0.1371, -1.4975, -2.4435], [-2.2106, -4.9196, -2.4308], [-2.0027, -4.2594, -4.0687], [-1.9076, -3.1839, -2.6606], [0.0702, -5.3953, -3.3616], [0.1432, -3.4608, -1.0018], [1.3552, -4.6758, -1.3765], [-0.2772, -5.1704, -0.8887], [1.3599, -4.9075, -5.0607], [2.5684, -3.3590, -6.5781], [2.4673, -0.9310, -6.1275], [1.1127, 0.5260, -3.0297], [2.3920, 1.2011, -5.7295], [3.3102, 0.7540, -4.2800], [2.3157, 2.2233, -4.2876], [-0.1637, 0.7627, -5.7809], [-0.2218, 2.0317, -4.5340], [-0.9932, 0.4595, -4.2365], [0.8572, -2.3366, 1.9034], [0.0074, -3.2452, 3.1143], [-1.2996, -3.7370, 2.9076], [-1.9731, -4.4616, 3.8826], [-1.3869, -4.7240, 5.1163], [-0.0999, -4.2405, 5.3515], [0.5793, -3.5196, 4.3795], [-1.7731, -3.5365, 1.9528], [-2.9764, -4.8259, 3.6797], [-1.9147, -5.2906, 5.8750], [0.3789, -4.4312, 6.3076], [1.5774, -3.1430, 4.5713]]
}

=====

(3)
{
  "formula": "C12H26FN4OS",
  "method": "ωB97M-V with the def2-TZVPD basis set",
  "e_homo_ev": -13.150,
  "e_tot_ha": -1264.82284,
  "smiles": "CCC[C@H](C)N(/C(NN)=[N+](\\S)C[C@@H]1CO1)[C@@H](F)CC",
  "orbital_gap_ev": 9.552,
  "total_charge": 1,
  "symbols": ["C", "C", "C", "C", "C", "N", "C", "N", "N", "N", "S", "C", "C", "C", "O", "C", "F", "C", "C", "H", "H", "H", "H", "H", "H", "H", "H", "H", "H", "H", "H", "H", "H", "H", "H", "H", "H", "H", "H", "H", "H", "H", "H", "H", "H"],
  "positions_angstrom": [[0.6617, -3.8045, 0.4692], [1.3360, -3.0772, -0.6906], [0.7298, -1.7039, -0.9915], [1.4776, -0.5206, -0.3669], [2.0003, -0.7171, 1.0546], [0.7143, 0.7352, -0.5680], [-0.5598, 0.8073, -0.1224], [-1.4899, 1.3564, -0.8733], [-1.2372, 1.7464, -2.1908], [-0.9249, 0.3064, 1.1034], [-0.3479, 1.3463, 2.3765], [-2.3177, -0.1502, 1.3298], [-2.6550, -1.4038, 0.5449], [-3.3915, -1.3018, -0.7289], [-4.0144, -1.7156, 0.5053], [1.5044, 1.9075, -0.8912], [1.6021, 2.0022, -2.2776], [1.0570, 3.2451, -0.3354], [1.8644, 3.6598, 0.8979], [1.1754, -4.7244, 0.7333], [-0.3644, -4.0458, 0.1960], [0.6410, -3.1779, 1.3610], [1.2233, -3.6933, -1.5808], [2.4092, -2.9864, -0.5281], [-0.3349, -1.6741, -0.7579], [0.7988, -1.5484, -2.0693], [2.3623, -0.3963, -0.9908], [2.3957, 0.2273, 1.4280], [2.8004, -1.4501, 1.0715], [1.2148, -1.0392, 1.7322], [-2.4197, 1.4952, -0.5003], [-1.9381, 1.3357, -2.7972], [-1.2936, 2.7556, -2.2625], [-0.2028, 0.3704, 3.2817], [-2.3848, -0.4017, 2.3842], [-3.0805, 0.6063, 1.1263], [-1.9422, -2.2086, 0.6407], [-3.3297, -2.1400, -1.4073], [-3.7425, -0.3350, -1.0650], [2.5237, 1.7084, -0.5642], [1.2867, 3.9705, -1.1130], [-0.0177, 3.3239, -0.1645], [1.9243, 2.8648, 1.6362], [2.8753, 3.9200, 0.5940], [1.4104, 4.5254, 1.3706]]
}

=====

Which formula does entry 3 have? C12H26FN4OS